Record 1
17
Properties=species:S:1:pos:R:3:forces:R:3 method="wB97M-V/def2-TZVPD" e_above_lowest_kj_mol=891.2 homo_energy_ha="-0.2911 / -0.2902" gap_ev="7.181 / 7.141"
C 1.8470 -0.2782 -0.3455 -0.604 0.232 -0.055
C -1.1502 -0.2949 0.1277 0.063 0.062 -0.156
C 2.1001 0.2205 1.0147 0.001 0.081 0.040
C -2.6169 -0.3502 -0.2651 0.088 0.005 0.020
O -0.1318 1.1124 -1.6194 -0.144 -0.627 0.386
O -0.3041 -0.3721 -1.0090 0.493 0.695 -0.018
O 0.6239 1.7192 -0.7461 0.136 -0.445 0.049
H 1.6021 -1.3230 -0.4632 0.007 -0.014 0.013
H 2.2963 0.1986 -1.2006 -0.017 0.045 -0.010
H -0.8747 -1.1496 0.7582 -0.029 0.017 -0.022
H -0.9125 0.6202 0.6824 0.007 0.013 -0.058
H 2.4685 1.2427 1.0178 -0.021 -0.046 -0.031
H -2.8368 -1.2672 -0.8138 0.015 0.032 0.026
H 1.1874 0.1849 1.6178 0.012 -0.034 -0.069
H 2.8133 -0.4504 1.5157 -0.059 0.009 -0.096
H -2.8637 0.5023 -0.8982 0.013 -0.025 0.025
H -3.2478 -0.3151 0.6266 0.039 0.000 -0.045

---

Record 2
17
Properties=species:S:1:pos:R:3:forces:R:3 method="wB97M-V/def2-TZVPD" e_above_lowest_kj_mol=217.0 homo_energy_ha=-0.3552 gap_ev=9.967
C -0.2278 -0.6345 1.8545 -2.569 2.586 0.480
C -0.1144 -0.1923 0.3668 0.264 0.013 -1.050
O -0.7603 1.0805 0.0819 2.618 1.781 1.009
C -0.8431 -1.2425 -0.5314 3.099 -1.198 -0.937
C -0.8673 -0.9848 -2.0367 1.067 -2.120 0.121
O -0.4733 -1.8136 -2.8474 -0.533 1.406 0.894
H -1.3354 -0.9581 2.0609 2.037 0.308 -0.533
H 0.4400 -1.4547 2.0337 0.374 -0.172 0.541
H -0.1561 0.3198 2.5717 0.534 -2.234 -1.468
H 0.9547 -0.0470 -0.0259 -1.174 -0.704 0.912
H -0.0238 1.8255 0.2418 -2.792 -2.458 -0.654
H -1.8434 -1.2483 -0.3260 -2.923 0.279 1.145
H -0.5270 -2.3386 -0.3930 0.051 1.720 0.026
H -1.3721 -0.0753 -2.3074 -0.188 0.817 -0.594
O 2.1599 2.8429 -0.4758 -1.170 -0.693 1.289
H 3.0743 2.6225 -0.5801 0.952 -0.088 -0.317
H 1.9150 2.2986 0.3123 0.351 0.759 -0.864

---

Record 3
18
Properties=species:S:1:pos:R:3:forces:R:3 method="wB97M-V/def2-TZVPD" homo_energy_ha=-0.2114 gap_ev=5.890
C 0.6660 -1.0003 1.1543 3.000 -0.885 -0.462
O 1.2020 -1.6776 -0.0214 0.604 0.183 0.263
C 0.2488 -2.1826 -0.9236 -0.448 -0.576 -0.122
C -0.2946 -1.1621 -1.9285 0.992 -0.636 -1.100
O -1.0848 -0.1436 -1.4002 0.617 -0.098 -3.564
H 1.5279 -0.4448 1.5649 -0.169 -0.163 -0.072
H 0.4489 -1.7840 1.9136 -0.560 0.642 -0.316
H -0.5894 -2.6562 -0.3734 0.146 0.120 -0.112
H 0.7439 -2.9857 -1.4949 -0.102 0.302 0.160
H -0.8563 -1.7472 -2.6881 0.052 0.357 0.327
H 0.5871 -0.7329 -2.4515 -0.277 -0.177 0.109
Sn -0.9254 0.1332 0.4293 -5.122 -5.282 3.762
O -1.1144 1.9613 0.9702 2.253 5.862 0.349
H -1.9131 2.4925 1.0247 -0.723 -0.054 -0.111
C 0.1010 2.8054 1.0222 0.311 1.471 0.963
H 0.2716 3.6000 0.2859 -0.815 -0.558 -0.552
H -0.0004 3.3712 1.9577 0.673 -0.525 0.025
H 0.9813 2.1532 0.9588 -0.432 0.017 0.452

---

Record 4
19
Properties=species:S:1:pos:R:3:forces:R:3 method="wB97M-V/def2-TZVPD" charge=+1 e_above_lowest_kj_mol=202.7 homo_energy_ha="-0.5358 / -0.5358" gap_ev="9.464 / 9.464"
C -1.3677 -1.6076 0.5535 -0.670 -0.877 0.050
C -1.7640 -1.3804 -0.9263 -0.809 -0.825 0.112
C 3.0140 -0.3387 0.1811 0.817 0.321 1.217
C -0.6740 2.6266 0.2856 -0.461 0.825 0.277
O -0.4877 -0.5406 0.9160 0.850 0.748 -0.006
O -0.9993 -0.2627 -1.4000 0.970 0.680 -0.431
O 2.0882 -0.5374 -0.8128 -5.695 1.043 -0.711
O 0.3031 1.6692 -0.1954 0.249 -0.747 -0.266
P 0.0828 0.1663 -0.3643 4.215 -1.242 -0.137
H -2.2215 -1.5596 1.2342 0.168 0.000 -0.188
H -0.8491 -2.5595 0.6891 -0.026 0.196 0.014
H -1.5407 -2.2502 -1.5474 0.022 0.204 0.073
H -2.8176 -1.1146 -1.0438 0.234 0.009 0.023
H 3.1980 0.7167 0.4009 0.008 -0.041 0.031
H 3.9284 -0.7568 -0.2623 -0.050 0.050 0.103
H 2.7920 -0.8949 1.0971 0.065 0.060 -0.007
H -1.6937 2.2705 0.1506 0.083 -0.097 -0.077
H -0.5143 3.5343 -0.2956 -0.019 -0.183 0.057
H -0.4768 2.8195 1.3397 0.051 -0.123 -0.135

---

Record 5
16
Properties=species:S:1:pos:R:3:forces:R:3 method="wB97M-V/def2-TZVPD" charge=-1 e_above_lowest_kj_mol=99.6 homo_energy_ha="0.0375 / -0.1364" multiplicity=2 gap_ev="1.979 / 6.695"
C -1.2536 2.6559 -1.9475 -0.958 0.560 0.944
S -0.3884 1.8533 -0.5467 0.224 1.233 -0.305
C 0.5930 3.3706 -0.0154 0.220 -2.924 -0.118
H -0.9385 3.7039 -2.0177 0.590 -0.416 -0.439
H -1.1423 2.0857 -2.8797 -0.216 0.366 0.359
H -2.2982 2.8373 -1.6208 0.221 -0.773 -0.644
H 1.4107 2.8052 0.4604 -0.122 0.871 0.376
H 0.0231 3.9854 0.6782 0.263 0.273 -0.399
H 1.0060 3.7370 -0.9492 -0.207 0.786 0.242
O 0.3176 -5.0693 2.6913 0.339 0.522 -0.469
C 0.8538 -4.1963 1.9339 1.383 0.788 0.327
C 0.1619 -3.5693 0.7473 -1.465 -0.998 0.913
H 1.9523 -3.8413 2.0403 -1.235 -0.755 0.099
H -0.3570 -2.6282 0.9205 0.544 0.613 0.003
H 0.8053 -3.5261 -0.1365 -0.107 0.093 -0.185
H -0.7457 -4.2039 0.6417 0.525 -0.238 -0.707

---

Record 6
16
Properties=species:S:1:pos:R:3:forces:R:3 method="wB97M-V/def2-TZVPD" e_above_lowest_kj_mol=119.4 homo_energy_ha=-0.3338 gap_ev=9.851
C -1.9084 -1.0696 0.9318 -0.526 -1.879 -0.739
C -1.7589 0.1208 0.0995 0.517 2.162 -1.392
O -1.4734 0.1963 -1.0940 -0.978 -0.541 1.913
H -1.8891 -1.9412 0.2224 -0.387 0.445 0.995
H -1.0474 -1.1683 1.5843 0.238 0.143 0.202
H -2.8118 -1.0030 1.5849 0.602 -0.179 -0.676
H -1.8632 1.0639 0.6803 -0.082 -0.002 -0.272
C 1.0422 -1.1373 -1.2238 2.844 -0.167 0.801
C 1.3585 0.3422 -0.8293 0.634 0.849 -0.477
S 1.1235 0.8433 1.0064 1.261 -0.153 -1.340
H 1.5510 -1.7413 -0.4301 -0.440 0.289 -0.392
H 0.0623 -1.5756 -1.3430 -0.274 0.754 -0.214
H 1.7228 -1.3439 -2.0936 -1.080 0.098 0.345
H 0.8633 1.1589 -1.4077 -0.046 -1.083 0.355
H 2.4617 0.5057 -1.0752 -1.379 -0.357 0.707
H 2.3610 1.4438 1.0589 -0.905 -0.381 0.184

---

Number 1: maximum force 0.85 eV Å⁻¹, molecular weight 106.121 g/mol. Number 2: maximum force 3.78 eV Å⁻¹, molecular weight 106.121 g/mol. Number 3: maximum force 8.26 eV Å⁻¹, molecular weight 224.832 g/mol. Number 4: maximum force 5.83 eV Å⁻¹, molecular weight 153.094 g/mol. Number 5: maximum force 2.94 eV Å⁻¹, molecular weight 106.190 g/mol. Number 6: maximum force 2.96 eV Å⁻¹, molecular weight 106.190 g/mol.